1.
C59H33AsF19I2NO4PRbS | ωB97M-V/def2-TZVPD

As for the charge: -2. The value obtained for the total energy is -8116.25191 a.u. The lowest unoccupied orbital energy comes out at 3.17 eV.

Last column: Mulliken charge in e.
Positions of all 122 atoms, in Å:
Rb1 0.885 -1.657 -2.025  0.519
F1 6.341 -5.364 1.364  -0.348
C1 5.286 -5.216 0.539  0.319
C2 4.473 -4.102 0.613  -0.338
F2 4.748 -3.133 1.509  -0.129
C3 3.372 -3.989 -0.207  -0.092
F3 2.633 -2.859 -0.073  0.080
C4 2.983 -4.976 -1.127  0.421
S1 1.540 -4.915 -2.033  -0.499
C5 3.861 -6.076 -1.191  0.237
F4 3.604 -7.071 -2.048  -0.386
C6 4.969 -6.200 -0.383  0.288
F5 5.741 -7.301 -0.450  -0.339
O1 -2.272 -0.426 1.065  -0.334
H1 -1.904 -0.528 0.164  -0.304
H2 -2.243 -1.330 1.395  0.293
I1 4.065 -0.147 -2.120  0.145
I2 4.945 -2.763 -3.580  -0.676
O2 -0.271 -3.514 -0.190  0.038
C7 0.016 -2.842 0.660  -0.009
O3 -1.435 -1.328 -1.419  0.472
As1 -2.574 -0.771 -2.453  1.046
C8 -4.218 -1.720 -1.940  0.585
C9 -4.834 -1.388 -0.735  -0.258
C10 -5.945 -2.094 -0.299  -0.822
C11 -6.439 -3.148 -1.055  -0.471
C12 -5.817 -3.499 -2.244  -0.788
C13 -4.709 -2.787 -2.685  -0.304
C14 -3.084 1.054 -2.116  0.474
C15 -4.338 1.534 -2.467  -0.215
C16 -4.648 2.868 -2.240  -0.935
C17 -3.704 3.712 -1.675  -0.738
C18 -2.459 3.222 -1.301  -0.605
C19 -2.153 1.890 -1.514  -0.903
C20 -2.448 -1.353 -4.281  0.606
C21 -1.714 -2.499 -4.563  -1.191
C22 -1.616 -2.947 -5.871  -0.817
C23 -2.265 -2.257 -6.887  -0.647
C24 -3.002 -1.117 -6.601  -0.589
C25 -3.094 -0.658 -5.295  -0.345
H3 -4.432 -0.572 -0.145  0.369
H4 -6.429 -1.823 0.631  0.402
H5 -7.306 -3.702 -0.717  0.358
H6 -6.191 -4.329 -2.831  0.415
H7 -4.231 -3.056 -3.618  0.390
H8 -5.069 0.873 -2.918  0.488
H9 -5.620 3.254 -2.520  0.383
H10 -3.936 4.760 -1.534  0.399
H11 -1.719 3.890 -0.879  0.650
H12 -1.178 1.491 -1.263  0.770
H13 -1.221 -3.040 -3.759  0.648
H14 -1.033 -3.831 -6.092  0.486
H15 -2.197 -2.612 -7.908  0.346
H16 -3.503 -0.578 -7.395  0.410
H17 -3.647 0.245 -5.060  0.352
F6 -0.153 2.046 -8.791  -0.364
C26 -0.262 1.652 -7.505  0.831
C27 -1.063 2.350 -6.622  0.165
F7 -1.753 3.417 -7.064  -0.365
C28 -1.167 1.954 -5.306  -0.206
F8 -2.000 2.647 -4.503  -0.294
C29 -0.474 0.841 -4.764  0.677
O4 -0.578 0.450 -3.549  -0.463
C30 0.327 0.163 -5.720  -0.209
F9 0.991 -0.927 -5.315  -0.286
C31 0.427 0.544 -7.039  -0.147
F10 1.185 -0.162 -7.889  -0.364
N1 3.531 6.711 0.753  -0.632
C32 3.488 5.617 0.395  -0.077
C33 3.485 4.273 -0.082  0.526
C34 4.274 3.304 0.545  -0.510
C35 4.363 2.037 0.002  -0.249
C36 3.663 1.705 -1.159  -0.377
C37 2.842 2.662 -1.752  -0.397
C38 2.757 3.939 -1.227  -0.592
H18 4.834 3.568 1.434  0.432
H19 5.005 1.292 0.457  0.507
H20 2.288 2.411 -2.649  0.502
H21 2.155 4.698 -1.710  0.489
F11 -2.132 0.008 8.958  -0.267
C39 -2.722 0.728 7.973  0.818
F12 -2.754 2.007 8.417  -0.267
F13 -4.003 0.313 7.906  -0.292
C40 -1.993 0.597 6.677  0.394
C41 -2.620 0.101 5.548  -0.822
C42 -1.901 -0.039 4.367  -0.035
C43 -0.553 0.294 4.309  -0.104
C44 0.057 0.815 5.454  0.149
C45 -0.651 0.968 6.628  -1.323
P1 0.418 0.031 2.731  1.051
C46 0.759 1.843 2.584  0.799
C47 -0.290 2.540 1.981  -0.917
C48 -0.337 3.922 2.015  -0.899
C49 0.684 4.624 2.642  0.298
C50 1.772 3.947 3.177  -1.244
C51 1.811 2.562 3.145  0.039
C52 0.570 6.102 2.850  0.722
F14 1.724 6.754 2.663  -0.227
F15 0.182 6.378 4.125  -0.293
F16 -0.350 6.672 2.046  -0.298
C53 1.914 -0.708 3.515  -0.035
C54 3.219 -0.439 3.113  -0.455
C55 4.289 -1.123 3.672  -0.486
C56 4.057 -2.105 4.619  0.446
C57 2.756 -2.438 4.981  -1.063
C58 1.698 -1.749 4.426  -0.989
C59 5.183 -2.831 5.281  0.657
F17 5.078 -4.169 5.162  -0.256
F18 6.390 -2.479 4.813  -0.293
F19 5.202 -2.582 6.622  -0.280
H22 -3.661 -0.189 5.595  0.481
H23 -2.398 -0.405 3.480  0.163
H24 1.102 1.092 5.428  0.409
H25 -0.169 1.359 7.516  0.397
H26 -1.096 1.981 1.518  0.454
H27 -1.169 4.455 1.577  0.680
H28 2.576 4.510 3.636  0.441
H29 2.656 2.051 3.587  0.459
H30 3.409 0.297 2.342  0.684
H31 5.300 -0.909 3.355  0.471
H32 2.581 -3.241 5.686  0.417
H33 0.686 -2.016 4.706  0.515

2.
C59H43F3OP2PtS | ωB97M-V/def2-TZVPD

As for the charge: 0. The value obtained for the total energy is -3849.18648 a.u. The lowest unoccupied orbital energy comes out at -0.35 eV.

Last column: Mulliken charge in e.
Positions of all 110 atoms, in Å:
Pt1 1.003 -1.212 -0.048  2.817
O1 -0.463 -1.900 2.989  -0.900
S1 -0.351 -0.757 2.101  2.402
C1 -2.033 -0.058 2.065  -0.120
C2 -2.375 0.812 3.090  0.237
C3 -3.687 1.236 3.302  -1.415
C4 -4.673 0.714 2.500  -0.009
C5 -6.158 0.937 2.466  -0.855
C6 -6.692 -0.162 1.518  -0.879
C7 -5.466 -0.691 0.829  -0.001
C8 -5.302 -1.573 -0.215  -0.876
C9 -4.006 -1.885 -0.615  -0.336
C10 -2.855 -1.401 0.023  -0.008
P1 -1.284 -1.735 -0.829  1.669
C11 -1.492 -3.444 -1.463  0.737
C12 -0.934 -3.822 -2.680  -0.603
C13 -1.087 -5.111 -3.154  -0.745
C14 -1.773 -6.053 -2.406  -0.699
C15 -2.288 -5.696 -1.171  -0.851
C16 -2.151 -4.403 -0.698  -0.655
C17 -1.447 -0.831 -2.419  1.386
C18 -0.261 -0.712 -3.145  -0.503
C19 -0.242 -0.094 -4.379  -1.035
C20 -1.419 0.402 -4.913  -1.100
C21 -2.595 0.311 -4.188  -0.733
C22 -2.614 -0.293 -2.942  -0.722
C23 -3.002 -0.576 1.174  -1.759
C24 -4.327 -0.195 1.484  1.560
C25 0.558 0.484 2.989  -0.439
C26 0.944 0.150 4.291  -0.376
C27 1.560 1.062 5.134  -1.578
C28 1.766 2.345 4.662  0.622
C29 2.363 3.558 5.314  -0.826
C30 2.188 4.695 4.279  -0.769
C31 1.623 4.022 3.062  0.250
C32 1.235 4.511 1.829  -1.214
C33 0.792 3.614 0.875  -0.460
C34 0.713 2.219 1.090  0.178
P2 0.710 1.182 -0.400  0.828
C35 2.031 1.732 -1.556  1.185
C36 2.314 3.047 -1.924  -0.023
C37 3.178 3.312 -2.972  -0.651
C38 3.789 2.281 -3.666  -0.860
C39 3.560 0.972 -3.276  -0.781
C40 2.693 0.711 -2.234  -0.080
C41 -0.745 1.956 -1.234  -0.010
C42 -0.726 2.552 -2.489  -0.499
C43 -1.870 3.153 -2.987  -0.849
C44 -3.050 3.135 -2.264  -0.873
C45 -3.079 2.530 -1.020  -0.635
C46 -1.930 1.966 -0.504  -0.548
C47 0.870 1.740 2.420  -1.294
C48 1.393 2.669 3.348  0.830
H1 -1.603 1.175 3.748  0.564
H2 -3.908 1.930 4.098  0.510
H3 -6.610 0.889 3.456  0.390
H4 -6.372 1.930 2.061  0.274
H5 -7.151 -0.969 2.098  0.307
H6 -7.446 0.209 0.823  0.346
H7 -6.144 -2.006 -0.734  0.467
H8 -3.879 -2.553 -1.456  0.760
H9 -0.389 -3.105 -3.276  0.342
H10 -0.674 -5.374 -4.117  0.453
H11 -1.902 -7.060 -2.776  0.395
H12 -2.805 -6.431 -0.571  0.429
H13 -2.553 -4.134 0.268  0.517
H14 0.655 -1.124 -2.723  0.283
H15 0.685 0.003 -4.926  0.510
H16 -1.414 0.872 -5.885  0.397
H17 -3.512 0.710 -4.596  0.426
H18 -3.536 -0.331 -2.380  0.241
H19 0.727 -0.850 4.633  0.720
H20 1.847 0.774 6.135  0.438
H21 1.861 3.796 6.254  0.337
H22 3.417 3.379 5.543  0.284
H23 1.498 5.455 4.658  0.259
H24 3.132 5.193 4.047  0.307
H25 1.285 5.565 1.603  0.474
H26 0.456 3.992 -0.080  0.719
H27 1.868 3.879 -1.405  0.340
H28 3.360 4.338 -3.258  0.452
H29 4.448 2.497 -4.494  0.404
H30 4.047 0.154 -3.787  0.560
H31 2.528 -0.317 -1.927  -0.631
H32 0.177 2.559 -3.082  0.340
H33 -1.840 3.639 -3.950  0.429
H34 -3.937 3.598 -2.668  0.432
H35 -3.992 2.502 -0.443  0.547
H36 -1.937 1.540 0.488  0.413
F1 1.292 -4.029 -0.653  -0.207
C49 1.181 -3.184 0.414  -0.433
F2 0.032 -3.602 1.013  -0.159
F3 2.157 -3.575 1.259  -0.288
C50 5.984 -3.725 -0.825  -0.679
C51 4.750 -3.667 -1.485  -1.118
C52 3.820 -2.731 -1.125  0.223
C53 4.033 -1.861 -0.035  1.849
C54 3.008 -1.020 0.485  -1.112
C55 3.336 -0.178 1.514  0.774
C56 4.619 -0.137 2.081  -1.214
C57 5.588 -0.991 1.648  -1.155
C58 5.312 -1.884 0.592  0.692
C59 6.272 -2.824 0.162  -0.807
H37 6.701 -4.483 -1.104  0.394
H38 4.524 -4.377 -2.265  0.451
H39 2.888 -2.662 -1.678  -0.018
H40 2.601 0.490 1.931  -0.021
H41 4.802 0.553 2.893  0.497
H42 6.564 -1.014 2.111  0.355
H43 7.238 -2.830 0.648  0.410